[1]
C6H10N2 as an isolated structure. Source: the Open Molecules 2025 dataset; level of theory: ωB97M-V with the def2-TZVPD basis set.

Summary:
* 2S+1: 1
* gap between HOMO and LUMO: 9.25 eV
* relative energy (zero: lowest compared OMol25 entry of this formula, charge and spin): 176.2 kcal/mol
* largest force on an atom: 5.988 eV Å⁻¹

Geometry (Å):
C 1.6202 1.0255 -1.2640
C 0.3848 0.0498 -1.3334
C 0.4428 -1.3144 -0.5786
C 0.2042 -1.5456 0.7592
C -0.4184 -0.4975 1.7604
C -1.2532 1.1420 -0.0387
H 2.5241 0.7530 -2.0687
H 1.9284 0.8699 -0.1494
H 0.8419 2.1910 -1.5792
H 0.4394 -0.1785 -2.3685
H 0.6255 -2.2448 -1.2712
H -0.1724 -2.5264 1.1483
H 0.4502 -0.2116 2.6299
H -1.4055 -1.4704 2.2697
H -1.8188 0.8416 2.1101
H -2.3678 1.7856 -0.0755
N -1.4108 0.4245 1.1297
N -0.6146 0.9062 -1.0802

These are the natural (NBO) partial charges, in e, on atoms 1 to 5: -0.603 -0.145 -0.182 -0.261 -0.237

[2]
C6H10N2 in the gas phase. Source: the Open Molecules 2025 dataset; level of theory: ωB97M-V with the def2-TZVPD basis set.

Summary:
* 2S+1: 1
* SMILES: C1N[C@@H]2CN[C@H]3[C@@H]1[C@H]32
* gap between HOMO and LUMO: 9.46 eV
* relative energy (zero: lowest compared OMol25 entry of this formula, charge and spin): 122.0 kcal/mol
* largest force on an atom: 1.524 eV Å⁻¹

Geometry (Å):
C 1.8263 0.1867 -0.5856
N 1.2267 1.3779 0.1779
C -0.1239 0.8241 0.1951
C -1.6542 0.8608 0.1793
N -1.7277 -0.4725 -0.5253
C -0.5875 -1.3214 -0.0803
C 1.0133 -1.0378 -0.1171
C 0.1013 -0.5256 0.9538
H 2.9185 0.0348 -0.3289
H 1.8189 0.3042 -1.7117
H 1.2851 2.2378 -0.3676
H -0.1377 0.5626 -0.8500
H -2.0574 0.9031 1.1790
H -2.1660 1.6317 -0.4240
H -2.5544 -0.9693 -0.3099
H -0.8460 -2.3570 -0.0114
H 1.6087 -1.9539 -0.0468
H 0.1859 -0.6522 2.0325

These are the natural (NBO) partial charges, in e, on atoms 1 to 5: -0.241 -0.606 -0.084 -0.210 -0.637

[3]
C6H10N2 as an isolated structure. Source: the Open Molecules 2025 dataset; level of theory: ωB97M-V with the def2-TZVPD basis set.

Summary:
* 2S+1: 1
* gap between HOMO and LUMO: 9.48 eV
* relative energy (zero: lowest compared OMol25 entry of this formula, charge and spin): 175.6 kcal/mol
* largest force on an atom: 8.901 eV Å⁻¹

Geometry (Å):
C 1.9684 -0.5989 0.0982
C 0.4114 -0.3327 0.0758
C -0.4633 -0.8706 -0.8415
C -1.6325 -0.1137 -0.6575
C -1.8859 -0.4547 0.7290
C -0.5565 0.6192 0.7357
H 3.3306 0.7216 0.4202
H 1.9971 1.3354 -0.0289
H 2.3608 -1.3593 -0.7211
H 2.3242 -1.1553 1.1930
H 0.1401 -1.1603 -1.8423
H -2.3220 -0.2918 -1.6182
H -2.7902 0.2065 1.2177
H -2.1676 -1.5691 1.1308
H -0.2126 1.3171 1.6057
H -1.9842 1.8635 -0.4591
N 2.5621 0.6513 -0.3029
N -1.0800 1.1917 -0.7347

These are the natural (NBO) partial charges, in e, on atoms 1 to 5: -0.232 -0.009 -0.213 -0.205 -0.387

[4]
A 2-piece molecular cluster, C6H10N2O overall. Source: the Open Molecules 2025 dataset; level of theory: ωB97M-V with the def2-TZVPD basis set.

Summary:
* 2S+1: 1
* SMILES: C/C=N\C=C/N.C=C=O
* gap between HOMO and LUMO (spin up / spin down): 6.82 / 6.82 eV
* relative energy (zero: lowest compared OMol25 entry of this formula, charge and spin): 88.2 kcal/mol
* largest force on an atom: 2.591 eV Å⁻¹

Geometry (Å):
C 1.3446 0.6205 1.2841
C 1.0463 -0.7043 0.6090
N 1.1055 -0.8528 -0.7146
C 0.8407 0.0467 -1.6608
C -0.0650 1.1023 -1.7097
N -0.9955 1.3934 -0.7923
H 2.3889 0.8870 1.1193
H 1.1880 0.5304 2.3553
H 0.7275 1.4413 0.9310
H 1.5295 -1.5413 1.1122
H 1.3024 -0.1846 -2.6172
H -0.0713 1.7153 -2.6065
H -1.7272 2.0402 -1.0455
H -1.2522 0.6307 -0.1225
C -1.7112 -1.3797 0.2769
C -0.8495 -1.2470 1.3040
O -0.7931 -1.1511 2.4942
H -1.3115 -1.5827 -0.7054
H -2.6971 -1.7642 0.4888

These are the natural (NBO) partial charges, in e, on atoms 1 to 5: -0.671 -0.077 -0.308 -0.179 0.081

[5]
C6H10N2O as an isolated structure. Source: the Open Molecules 2025 dataset; level of theory: ωB97M-V with the def2-TZVPD basis set.

Summary:
* 2S+1: 1
* gap between HOMO and LUMO (spin up / spin down): 6.65 / 7.07 eV
* relative energy (zero: lowest compared OMol25 entry of this formula, charge and spin): 88.7 kcal/mol
* largest force on an atom: 2.728 eV Å⁻¹

Geometry (Å):
C 1.8935 0.3911 0.2906
C -0.5746 0.9361 -0.1924
C 0.7319 -1.1579 -0.1313
C -0.2826 2.3897 -0.3487
C -1.9768 0.3183 -0.2276
C 0.0233 -2.4268 0.2680
N 2.1554 -0.8965 0.1831
N 0.4451 0.1664 -0.0938
O 2.4432 1.4064 0.5728
H 0.2942 2.7167 0.5898
H -1.2610 2.8679 -0.3946
H 0.3665 2.5880 -1.1848
H -2.3134 0.4401 -1.2855
H -2.6472 0.8549 0.5286
H -2.0259 -0.7423 0.0016
H -0.0126 -2.6621 1.3360
H 0.7955 -3.2300 -0.0367
H -1.0299 -2.5101 -0.1993
H 2.9756 -1.4500 0.3243

These are the natural (NBO) partial charges, in e, on atoms 1 to 5: 0.814 0.177 0.121 -0.651 -0.654

[6]
C6H10N2O in the gas phase. Source: the Open Molecules 2025 dataset; level of theory: ωB97M-V with the def2-TZVPD basis set.

Summary:
* 2S+1: 1
* SMILES: C=CC(=O)C(C)=C(N)N
* gap between HOMO and LUMO: 8.14 eV
* relative energy (zero: lowest compared OMol25 entry of this formula, charge and spin): 44.6 kcal/mol
* largest force on an atom: 2.612 eV Å⁻¹

Geometry (Å):
C 1.7740 -0.6026 -1.6320
C 1.8442 -0.7078 -0.2995
C 1.3007 0.3510 0.7273
O 2.0521 0.8101 1.5678
C -0.1413 0.5748 0.6209
C -0.6648 1.8987 1.0980
C -0.8843 -0.4124 0.0127
N -1.9903 -0.1022 -0.7395
N -0.8073 -1.7397 0.3492
H 2.3175 -1.2909 -2.2726
H 1.0569 0.0501 -2.1208
H 2.5625 -1.3848 0.1538
H -0.7749 1.8647 2.1892
H 0.0153 2.7194 0.8577
H -1.6407 2.1564 0.6761
H -2.1921 -0.8441 -1.4045
H -1.9115 0.8049 -1.1895
H -0.2295 -1.9107 1.1676
H -1.6865 -2.2351 0.2380

These are the natural (NBO) partial charges, in e, on atoms 1 to 5: -0.375 -0.272 0.516 -0.587 -0.374